1.
C34H51F5O33 | ωB97M-V/def2-TZVPD

XYZ file:
```
123
Properties=species:S:1:pos:R:3:forces:R:3:mulliken_charge:R:1
C 3.683 0.140 -3.566 0.6 -0.4 0.3 -0.19
C 4.730 -0.768 -2.911 -0.6 0.6 -1.4 1.35
O 5.657 0.253 -2.559 1.1 -1.0 1.1 -0.39
C 4.999 1.359 -2.179 -0.1 -0.3 -0.3 0.64
O 5.466 2.232 -1.518 -0.5 -0.1 -0.3 -0.54
O 3.751 1.279 -2.697 -0.6 0.8 0.5 -0.25
F 5.324 -1.565 -3.834 0.1 0.1 0.1 -0.32
H 2.667 -0.234 -3.624 0.0 0.1 0.0 -0.22
H 4.134 0.422 -4.520 -0.5 -0.1 -0.2 0.43
H 4.378 -1.402 -2.101 0.3 0.4 0.3 -0.43
C -3.042 0.355 2.551 -2.3 3.4 0.4 0.29
C -3.887 1.029 1.501 0.3 1.1 2.0 0.09
O -5.132 0.430 1.677 -0.4 0.1 -1.4 -0.41
C -4.971 -0.776 2.277 0.8 0.4 1.8 0.42
O -5.827 -1.566 2.482 -0.4 -0.5 -0.5 -0.59
O -3.699 -0.897 2.708 -9.6 6.4 6.9 -0.51
F -3.379 0.896 0.237 -1.0 0.3 -0.1 0.06
H -2.972 0.992 3.438 -1.0 -0.4 0.4 0.54
H -1.970 0.261 2.365 -2.1 2.0 -0.7 -0.69
H -3.986 2.087 1.751 -0.1 0.0 -0.6 0.38
C 4.498 -4.704 0.180 -0.1 0.4 0.0 -0.49
C 3.827 -3.543 -0.528 -0.5 0.1 1.8 1.40
O 4.227 -3.712 -1.856 -0.2 1.5 0.1 -0.11
C 4.397 -5.032 -2.060 -0.9 -0.5 -0.9 0.49
O 4.379 -5.547 -3.131 0.5 0.1 0.5 -0.53
O 4.418 -5.647 -0.880 0.9 -1.4 0.7 -0.36
F 4.175 -2.328 0.004 0.8 0.0 -0.5 -0.26
H 3.996 -5.063 1.074 -0.4 -0.1 -0.3 0.35
H 5.518 -4.467 0.498 0.2 -0.1 -0.5 0.34
H 2.754 -3.572 -0.367 0.0 -0.2 -0.8 -0.80
C -3.631 3.418 -3.658 -0.2 0.1 -1.1 -0.44
C -2.879 2.699 -4.791 -0.3 -0.2 0.3 0.13
O -3.315 1.385 -4.604 1.0 -0.2 -1.1 -0.39
C -3.666 1.191 -3.307 0.5 -1.4 -0.4 0.67
O -3.610 0.107 -2.808 -0.6 0.9 0.2 -0.50
O -4.031 2.357 -2.814 0.0 0.0 1.6 -0.14
F -1.518 2.781 -4.593 -0.1 -0.1 0.2 -0.27
H -4.567 3.846 -4.022 0.3 0.5 0.0 0.44
H -2.970 4.107 -3.137 -0.2 0.0 0.1 0.19
H -3.035 2.956 -5.833 -0.3 0.3 0.1 0.41
C -1.003 -1.021 -4.489 -0.8 0.6 0.8 0.27
C -0.548 -0.091 -5.586 0.4 -0.8 1.2 0.64
O -0.293 -1.071 -6.556 0.5 0.6 -0.8 -0.40
C 0.260 -2.160 -5.901 -1.0 -0.3 0.3 0.45
O 0.807 -3.057 -6.434 0.3 0.1 -0.1 -0.50
O -0.068 -2.097 -4.583 -0.1 0.4 -0.4 -0.26
F 0.664 0.497 -5.276 0.0 0.1 0.1 -0.27
H -2.007 -1.368 -4.745 0.0 -0.1 -0.2 0.39
H -1.116 -0.586 -3.499 0.8 -0.2 0.1 -0.41
H -1.218 0.742 -5.770 -0.2 -0.6 -1.0 0.12
C -0.620 4.566 1.433 0.0 -1.6 2.1 -0.77
O -1.588 4.351 0.439 0.0 1.7 -0.8 -0.56
C -2.908 4.431 0.702 1.1 -1.4 2.4 0.70
O -3.368 4.580 1.812 -0.2 0.5 -0.8 -0.61
O -3.492 4.044 -0.391 -0.9 -0.3 -0.8 -0.08
C -4.921 3.874 -0.501 -0.1 1.3 -0.6 -0.91
H 0.366 4.205 1.141 0.0 0.7 -1.0 0.20
H -0.788 3.814 2.220 -0.4 0.4 0.3 0.36
H -0.614 5.541 1.914 -0.1 0.2 -0.5 0.44
H -5.207 2.841 -0.670 0.4 0.0 0.0 0.26
H -5.071 4.496 -1.384 -0.8 -0.4 -0.2 0.30
H -5.535 4.315 0.281 0.6 0.0 0.5 0.45
C -2.536 -3.082 3.935 0.5 -0.3 0.2 -0.79
O -1.845 -1.855 3.671 0.9 0.6 -0.4 -0.38
C -1.736 -1.321 2.462 1.8 -5.0 -0.4 1.52
O -0.872 -0.530 2.195 4.2 -1.6 -0.7 -0.70
O -2.677 -1.745 1.629 7.5 -5.9 -6.4 -0.37
C -2.503 -1.588 0.226 1.1 -0.4 -1.5 -1.37
H -1.968 -3.399 4.809 -0.4 -0.5 0.0 0.32
H -2.423 -3.774 3.101 0.1 0.0 0.1 0.28
H -3.595 -2.983 4.170 0.1 0.5 -0.1 0.26
H -2.312 -2.537 -0.275 -0.5 -0.4 0.4 0.51
H -1.619 -1.017 -0.064 -0.1 0.4 0.5 0.47
H -3.374 -1.099 -0.201 0.0 -0.4 0.1 0.45
C -1.247 1.512 7.560 -1.3 -0.9 0.2 -0.69
O -0.089 0.961 6.941 -0.4 0.1 0.4 -0.40
C -0.115 0.954 5.613 0.7 0.9 -0.4 0.78
O -1.024 1.303 4.903 -0.2 -0.2 0.1 -0.53
O 1.112 0.644 5.215 0.2 -0.9 -0.3 -0.43
C 1.426 0.882 3.832 0.1 1.7 0.3 0.40
H -1.497 2.517 7.230 0.5 0.2 0.1 0.28
H -1.168 1.389 8.636 0.7 0.5 0.0 0.28
H -2.141 0.915 7.351 0.2 -0.1 -0.5 0.27
H 0.801 0.386 3.096 0.1 -0.4 0.4 -0.21
H 2.498 0.753 3.720 -0.1 -0.7 0.0 0.24
H 1.309 1.966 3.715 -0.2 0.0 -0.4 0.09
C 4.870 1.284 1.618 1.0 -0.4 -0.3 -0.78
O 3.965 2.377 1.449 -0.4 -1.6 -0.4 0.15
C 3.987 3.369 2.292 0.5 0.9 1.1 0.44
O 4.788 3.600 3.160 -0.1 -0.2 -0.1 -0.60
O 2.923 4.121 2.007 -0.7 -0.2 -0.3 -0.22
C 2.575 5.213 2.826 -0.7 0.9 -0.2 -0.71
H 4.963 0.829 2.605 -0.3 0.9 0.5 0.39
H 5.842 1.633 1.278 0.1 -0.2 0.1 0.35
H 4.557 0.427 1.022 -0.4 0.5 -0.5 0.17
H 2.265 4.980 3.844 0.7 -0.4 0.1 0.33
H 1.657 5.602 2.384 0.1 0.1 -0.2 0.16
H 3.307 6.017 2.763 0.2 -0.2 0.3 0.36
C 0.222 -3.924 0.458 0.1 -1.2 1.2 0.74
O -0.513 -4.935 -0.212 -1.3 -0.6 -0.6 -0.27
C 0.117 -5.951 -0.839 2.3 1.1 0.8 0.75
O 1.316 -6.136 -0.782 -0.5 0.1 0.1 -0.57
O -0.732 -6.646 -1.521 -2.2 0.3 -0.4 -0.36
C -0.398 -7.905 -2.076 0.1 0.2 -1.1 -0.66
H -0.479 -3.239 0.932 -0.2 0.5 -1.1 -0.42
H 0.968 -3.539 -0.223 -0.1 0.6 0.3 -0.52
H 0.605 -4.348 1.396 0.9 -0.2 -0.5 0.48
H -0.501 -8.616 -1.260 0.8 -0.4 -0.4 0.29
H 0.489 -7.803 -2.705 0.7 -0.5 1.1 0.31
H -1.093 -8.155 -2.882 -0.7 0.3 0.6 0.25
C -1.007 1.965 -0.992 -0.6 0.0 -0.3 0.11
C 0.476 1.703 -1.201 -0.9 -0.7 0.6 0.53
C 1.236 1.431 0.127 -1.1 1.3 -0.4 0.64
O 1.640 0.086 0.000 1.3 0.3 1.6 -0.27
C 1.372 -0.429 -1.178 -0.8 0.9 -0.3 -0.02
O 1.742 -1.512 -1.505 -0.2 -0.3 -0.7 -0.41
O 0.597 0.445 -1.880 0.7 -1.2 -0.6 0.43
H -1.657 1.890 -1.868 0.8 0.5 -0.7 -0.93
H -1.188 2.944 -0.545 0.2 -0.7 -0.4 0.49
H -1.563 1.208 -0.429 1.2 0.1 0.6 -0.26
H 1.002 2.435 -1.810 -0.2 0.2 0.0 0.43
H 0.611 1.544 1.013 -0.3 -0.4 -0.1 -0.60
H 2.012 2.181 0.263 0.7 -0.7 -0.2 -0.08
```
Positions in Å, forces in eV/Å.

Total energy = -4308.20315 Eh
Largest force on an atom = 0.262 hartree/bohr
Kohn-Sham gap = 9.17 eV

=====

2.
C8H17FO2S | ωB97M-V/def2-TZVPD

XYZ file:
```
29
Properties=species:S:1:pos:R:3:forces:R:3:mulliken_charge:R:1
C 0.710 2.718 -0.383 -0.4 -2.5 -1.0 -0.95
C 1.827 1.957 0.372 -1.2 -0.4 -0.5 -0.57
C 1.347 0.518 0.730 1.1 0.2 2.1 -0.33
C 1.775 -0.579 -0.232 -2.1 0.2 -1.0 -0.50
C 1.167 -1.965 0.142 1.0 0.3 0.9 -0.90
C -0.329 -2.049 0.530 0.4 -0.2 0.3 -0.47
C -1.338 -1.735 -0.590 -0.1 -1.2 0.1 -0.68
C -1.572 -0.267 -0.857 -0.8 -0.2 -1.3 0.34
S -2.639 0.550 0.245 -1.0 1.0 1.0 1.17
O -2.247 0.266 1.575 0.1 -0.2 0.7 -0.57
O -2.899 1.893 -0.158 0.3 -0.5 -0.3 -0.59
F -4.051 -0.192 0.067 1.0 0.0 -0.3 -0.26
H -0.260 2.455 0.045 0.0 0.8 0.6 0.20
H 0.858 3.779 -0.499 0.0 0.2 -0.2 0.41
H 0.553 2.173 -1.371 0.6 1.1 0.5 0.18
H 2.686 1.891 -0.291 0.4 0.1 0.2 0.31
H 2.061 2.501 1.276 0.3 0.1 0.2 0.34
H 1.792 0.209 1.720 -0.2 0.4 -0.7 0.36
H 0.284 0.555 1.007 0.2 -0.2 -0.5 0.15
H 2.867 -0.624 -0.247 -0.2 -0.1 -0.3 0.41
H 1.366 -0.282 -1.234 0.8 -0.3 0.3 0.24
H 1.404 -2.704 -0.635 0.0 0.2 0.1 0.35
H 1.780 -2.222 1.044 -0.7 -0.4 -0.5 0.35
H -0.488 -1.442 1.457 -0.2 -0.5 -0.9 0.28
H -0.559 -3.106 0.786 0.4 0.6 0.1 0.34
H -2.292 -2.230 -0.286 0.5 0.5 -0.4 0.33
H -1.016 -2.259 -1.550 -0.3 0.8 1.1 0.34
H -0.655 0.319 -0.881 -0.2 0.1 0.0 -0.79
H -2.131 -0.125 -1.785 0.4 0.0 -0.3 0.50
```
Positions in Å, forces in eV/Å.

Total energy = -963.53103 Eh
Largest force on an atom = 0.053 hartree/bohr
Kohn-Sham gap = 11.66 eV

=====

3.
C15H54N14O12 | ωB97M-V/def2-TZVPD

XYZ file:
```
95
Properties=species:S:1:pos:R:3:forces:R:3:mulliken_charge:R:1
C 0.001 -0.069 -0.557 -0.6 0.1 1.0 0.47
O -0.349 0.742 -1.665 0.4 -0.5 -0.5 -0.31
H -0.742 -0.862 -0.479 0.2 -0.1 -0.1 0.30
H 1.009 -0.482 -0.534 0.1 0.0 -0.6 0.14
H -0.103 0.548 0.335 -0.1 -0.2 0.2 -0.52
H 0.277 1.468 -1.640 -0.1 0.4 -0.3 0.05
C -3.731 -0.183 -0.020 -0.2 -0.1 0.4 -0.31
O -3.086 -0.650 -1.178 0.3 -0.8 -0.9 -0.43
H -4.197 -1.058 0.432 0.0 0.0 0.2 0.35
H -3.007 0.278 0.652 -0.2 0.0 0.2 -0.13
H -4.539 0.510 -0.254 0.1 0.2 0.0 0.28
H -2.584 0.055 -1.594 0.0 0.4 0.0 0.14
C 0.003 4.394 -1.393 -1.3 -1.2 3.0 0.50
O 0.454 4.424 -0.238 -0.1 -0.1 -0.1 -0.72
N -1.009 3.674 -1.804 -2.4 -2.4 -0.5 -0.11
N 0.407 5.141 -2.331 3.8 4.3 -3.8 -0.44
H -1.277 3.715 -2.777 -0.1 -0.2 0.4 0.19
H -1.543 3.097 -1.169 0.0 -0.1 0.3 -0.04
H 0.057 5.135 -3.278 0.1 0.0 0.4 0.15
H 1.248 5.672 -2.153 -0.2 0.1 -0.2 0.29
C 1.859 3.116 2.405 0.0 -1.6 -0.8 0.38
O 2.638 2.538 3.070 3.7 -2.3 3.6 -0.67
N 0.966 2.460 1.717 -3.6 -1.9 -2.0 0.69
N 1.903 4.364 2.140 0.0 6.2 -0.6 -0.20
H 0.397 2.979 1.063 0.0 -0.4 -0.2 0.09
H 1.024 1.454 1.655 0.1 0.4 0.4 -0.53
H 1.184 4.809 1.587 0.4 -0.2 0.0 0.14
H 2.578 4.984 2.565 -0.2 -0.5 0.2 0.24
C -1.187 0.947 4.666 -3.1 1.6 0.4 0.48
O -2.183 1.608 4.852 -1.4 0.8 0.4 -0.68
N -0.833 0.520 3.505 1.2 -1.2 -5.8 -0.03
N -0.392 0.489 5.571 3.1 -1.7 4.3 -0.34
H -0.009 -0.053 3.389 0.0 0.3 0.0 -0.16
H -1.086 1.054 2.686 -0.1 0.1 0.1 0.00
H 0.594 0.558 5.360 -0.1 -0.4 0.5 0.23
H -0.737 0.215 6.480 0.4 0.7 -0.1 0.22
C -2.526 3.393 1.214 -3.1 2.2 5.6 0.54
O -2.172 2.542 0.514 2.9 -4.8 -5.4 -0.41
N -3.455 3.149 2.146 -2.0 -1.0 0.4 -0.37
N -2.064 4.584 1.437 2.6 4.2 -1.1 -0.30
H -3.934 2.270 2.013 -0.3 0.4 0.7 0.17
H -3.709 3.881 2.795 -0.4 -0.9 0.1 0.11
H -2.582 5.277 1.958 0.3 -0.3 -0.2 0.19
H -1.235 4.894 0.950 0.0 0.1 -0.1 0.17
C -1.417 -0.128 -5.520 -0.8 1.4 0.6 0.71
O -2.544 0.135 -5.245 -3.1 -0.2 1.7 -0.61
N -0.992 -0.178 -6.728 2.5 -0.5 -6.1 -0.41
N -0.410 -0.236 -4.676 2.4 -0.7 3.2 -0.31
H -0.014 0.010 -6.892 -0.2 -0.3 -0.2 0.13
H -1.534 -0.129 -7.580 -0.5 0.1 0.7 0.25
H -0.526 0.040 -3.712 0.0 0.2 0.0 0.22
H 0.539 -0.283 -5.019 -0.3 -0.1 0.3 0.21
C -2.351 -3.901 -2.827 -3.0 0.5 4.6 0.77
O -2.221 -4.988 -3.422 0.3 -2.6 -1.3 -0.24
N -1.652 -2.895 -3.086 3.4 3.1 -1.5 -0.04
N -3.211 -3.818 -1.781 -0.6 -1.6 -1.0 -0.17
H -0.743 -3.035 -3.503 -0.1 0.2 -0.5 0.27
H -1.784 -2.015 -2.609 -0.4 0.1 0.0 0.02
H -3.239 -3.072 -1.101 0.6 0.3 -0.2 0.08
H -3.693 -4.665 -1.516 -0.2 0.1 -0.2 0.25
C -1.400 -4.171 1.088 3.9 -3.0 0.8 0.65
O -0.873 -5.211 0.678 -0.5 0.5 -1.2 -0.74
N -0.696 -3.175 1.566 2.4 3.4 0.4 0.02
N -2.632 -4.077 1.424 -5.9 0.0 0.0 -0.34
H 0.310 -3.131 1.484 -0.4 -0.4 -0.1 -0.27
H -1.116 -2.361 1.990 0.0 -0.1 -0.1 0.04
H -3.013 -3.279 1.912 0.0 -0.3 -0.1 0.16
H -3.228 -4.862 1.203 0.0 0.2 0.3 0.26
C 3.227 2.132 -0.646 0.1 0.1 -1.2 -0.35
C 4.320 1.288 -0.037 0.3 1.0 -0.5 -0.71
O 3.901 -0.055 0.129 -0.2 -0.3 0.5 -0.43
H 2.225 2.166 -0.217 0.4 -0.3 0.7 -0.36
H 3.073 1.812 -1.676 0.1 0.1 -0.3 0.44
H 3.602 3.155 -0.668 -0.2 0.1 -0.1 0.36
H 4.708 1.841 0.819 -0.4 -0.8 0.9 0.38
H 5.196 1.248 -0.685 -0.1 0.3 -0.5 0.39
H 4.580 -0.477 0.660 0.1 -0.3 0.1 0.24
C 1.701 -2.082 3.814 0.4 -2.0 -1.1 -1.40
C 2.293 -1.878 2.409 0.0 1.2 -0.2 0.02
O 1.940 -0.604 1.961 -0.9 1.9 0.5 0.38
H 2.187 -1.735 4.725 0.3 0.8 -0.6 0.31
H 1.843 -3.160 3.894 -0.6 -0.4 0.5 0.46
H 0.631 -1.877 3.832 0.1 0.0 0.1 0.35
H 1.886 -2.443 1.571 -0.1 -1.6 0.8 0.00
H 3.372 -2.012 2.331 0.2 -0.2 0.5 0.34
H 2.430 -0.347 1.176 0.6 0.0 -0.2 -0.15
C 2.013 -4.730 -1.748 0.0 0.8 0.6 -1.19
C 2.753 -3.486 -1.181 -0.9 -4.3 1.4 0.50
O 3.395 -2.897 -2.213 0.4 2.2 -1.0 -0.58
H 2.707 -5.530 -2.008 0.0 0.2 -0.2 0.34
H 1.470 -4.369 -2.622 -0.1 -0.3 -0.3 0.22
H 1.303 -5.130 -1.024 -0.1 0.0 0.0 0.34
H 3.502 -3.902 -0.507 0.2 0.0 0.6 0.32
H 2.064 -2.947 -0.531 -0.2 0.9 -0.5 -0.26
H 3.793 -2.140 -1.777 0.6 0.6 -0.6 0.31
```
Positions in Å, forces in eV/Å.

Total energy = -2273.15490 Eh
Multiplicity = 2
Net charge = +1
Largest force on an atom = 0.151 hartree/bohr
Kohn-Sham gap (alpha / beta) = 8.83 / 2.98 eV

=====

4.
C4H9NO | ωB97M-V/def2-TZVPD

XYZ file:
```
15
Properties=species:S:1:pos:R:3:forces:R:3:mulliken_charge:R:1
C -0.414 0.104 -0.817 1.9 3.3 5.0 0.38
C -0.993 1.115 -1.691 -1.8 -0.1 -2.9 -0.91
C -0.753 -1.299 -0.755 -0.6 -1.9 -3.1 -0.89
C 1.681 0.098 2.280 -0.7 -1.8 -0.9 -0.48
N 0.319 0.885 0.731 -2.7 -2.0 -5.3 -0.41
O 0.458 -0.140 1.558 0.1 0.8 0.5 -0.09
H -2.192 1.105 -1.672 2.4 0.0 0.0 0.21
H -0.681 2.185 -1.581 0.0 -1.2 0.2 0.31
H -0.720 0.773 -2.815 -0.7 0.9 2.2 0.23
H 0.041 -1.910 -1.296 -0.6 0.6 0.4 0.24
H -1.715 -1.564 -1.357 1.4 0.7 1.0 0.27
H -0.828 -1.802 0.173 -0.1 0.1 1.4 0.38
H 2.429 -0.082 1.509 0.7 -0.8 0.7 0.26
H 1.502 -0.541 3.131 1.1 -0.5 0.2 0.22
H 1.864 1.074 2.602 -0.5 1.9 0.5 0.26
```
Positions in Å, forces in eV/Å.

Total energy = -287.56146 Eh
ΔE to the lowest compared entry with this formula, charge and spin = 170.1 kcal/mol
Largest force on an atom = 0.123 hartree/bohr
Kohn-Sham gap (alpha / beta) = 8.45 / 9.15 eV